This record from OMol25 describes a 15-piece molecular cluster, C16H62N12O20 overall. The level of theory is ωB97M-V/def2-TZVPD.

XYZ file:
```
110
Properties=species:S:1:pos:R:3
C -1.06628 5.01496 1.55305
C -1.79670 4.14669 2.53833
O -1.37110 2.81888 2.72177
O 0.19568 5.47726 2.10016
H -1.82370 5.72608 1.22333
H -0.82441 4.37885 0.70161
H -2.78812 3.97176 2.12048
H -1.91243 4.75193 3.43744
H -0.95155 2.58663 1.89012
H 0.55471 6.19001 1.56660
C 3.38488 1.78690 3.05316
C 2.83001 3.11584 3.62745
O 3.82831 3.61996 4.51936
O 3.52746 0.71746 4.04225
H 4.40662 1.90587 2.69262
H 2.83322 1.39633 2.19804
H 1.85912 3.07197 4.12095
H 2.73100 3.84604 2.82427
H 3.78511 3.11553 5.33500
H 4.39941 0.33534 3.91857
C -4.62710 0.03532 0.67959
C -5.60327 -1.03019 1.19249
O -5.19754 -2.38688 0.90286
O -4.74519 0.20024 -0.75203
H -3.65483 -0.38718 0.93311
H -4.81557 1.03223 1.07802
H -6.66201 -0.88976 0.97471
H -5.51827 -1.09593 2.27718
H -5.84675 -2.95116 1.32914
H -4.28178 1.03305 -0.86718
C -3.77607 -4.15244 -1.69398
C -2.84194 -2.84624 -2.13799
O -3.79426 -1.95382 -2.57962
O -3.87210 -5.06123 -2.79437
H -4.76689 -3.75044 -1.48239
H -3.46062 -4.56672 -0.73640
H -2.15236 -3.31658 -2.83896
H -2.41343 -2.47909 -1.20543
H -4.17852 -1.54780 -1.79918
H -4.31713 -4.66908 -3.54920
C 3.17696 -3.74115 -2.22899
C 2.19445 -3.61086 -1.07334
O 0.88868 -3.58686 -1.52156
O 3.21525 -5.02130 -2.82448
H 4.22094 -3.53935 -1.98923
H 3.00687 -3.01119 -3.02039
H 2.40350 -2.60905 -0.69814
H 2.36979 -4.30807 -0.25404
H 0.31189 -3.55618 -0.75477
H 2.83856 -5.65081 -2.20527
C -3.41250 1.63079 -3.61957
O -2.31843 1.76858 -3.00251
N -3.86203 0.57592 -4.22396
N -4.24662 2.53332 -3.81262
H -3.41215 -0.31955 -4.09808
H -4.76345 0.60041 -4.67889
H -4.08128 3.43768 -3.39442
H -5.16426 2.20790 -4.08123
C 2.85254 4.95605 -0.07437
O 2.34896 5.99731 0.32307
N 3.95755 4.80862 -0.75448
N 2.23723 3.87712 -0.11273
H 4.48568 5.61657 -1.05176
H 4.27361 3.89235 -1.03848
H 2.63854 3.17107 -0.71319
H 1.34132 3.76507 0.33990
C 0.14848 1.00265 -0.16744
O 0.06587 1.95209 0.58581
N -0.71070 0.57590 -1.03460
N 0.99150 0.06045 -0.02376
H -0.67351 -0.17269 -1.71161
H -1.53796 1.15086 -0.96292
H 0.96594 -0.71770 -0.66713
H 1.77957 0.07201 0.60782
C 1.38801 -2.55802 3.28104
O 0.66077 -2.87220 4.15726
N 1.69374 -3.35706 2.31699
N 2.07459 -1.45024 3.12833
H 2.52119 -3.02734 1.84085
H 1.25171 -4.26475 2.28863
H 1.83731 -0.69915 3.76052
H 2.82819 -1.31253 2.47011
C -1.44070 -2.94209 1.35279
O -0.82819 -3.33570 0.42296
N -1.92359 -3.69395 2.26115
N -1.41315 -1.69096 1.70155
H -1.96175 -4.69968 2.17655
H -2.20817 -3.29404 3.14386
H -1.98195 -1.36933 2.47169
H -0.84868 -1.12360 1.08544
C 4.80915 -1.25549 0.46861
O 3.70182 -0.89812 0.71795
N 5.74358 -1.69062 1.26623
N 5.27173 -1.18153 -0.73277
H 5.50417 -1.82281 2.23849
H 6.51045 -2.19827 0.84872
H 4.60896 -0.81259 -1.39964
H 6.22765 -1.41459 -0.96078
O 0.77070 -1.00592 -2.89280
H 0.21801 -0.93370 -3.67096
H 0.60362 -1.88802 -2.56080
O 0.05088 3.17663 -3.37441
H 0.79423 2.60106 -3.55437
H -0.68602 2.58125 -3.23755
O 3.49617 -0.37705 -2.59236
H 2.55407 -0.54599 -2.58009
H 3.74366 -0.46432 -3.51288
O -3.19362 2.56190 -0.43557
H -3.33020 3.29622 0.16305
H -2.85469 2.96408 -1.23533
```

Calculated values
Electronic energy (eV): -76428.64868
Largest force on an atom (eV/A): 8.2
Total charge: 0
Frontier orbital gap (eV): 9.0
HOMO (Eh): -0.33088



This record from OMol25 describes C5H11O4S2 as an isolated structure. The level of theory is ωB97M-V/def2-TZVPD.

XYZ file:
```
22
Properties=species:S:1:pos:R:3
C -2.66463 -1.28722 -0.34530
C 0.68526 2.01745 -0.69701
C -1.88912 -0.04849 -0.09280
C -0.40348 -0.40734 -0.02780
C 0.58258 0.76878 0.13953
O 3.67056 0.52864 0.39209
O 2.45505 -1.52127 0.98710
O 2.70535 -0.92142 -1.43101
O -0.24751 -1.25738 1.07555
S 0.57963 1.08537 1.89232
S 2.68013 -0.47198 -0.02319
H -2.27432 -1.70997 -1.25529
H -3.75797 -1.06291 -0.33795
H -2.27637 -2.14429 0.28119
H 0.59173 1.87719 -1.72108
H -0.07188 2.81792 -0.48786
H 1.68303 2.56785 -0.62372
H -2.06491 0.70261 -0.82360
H -2.13486 0.42373 0.83921
H -0.13669 -0.92246 -0.98525
H 0.63727 -1.55714 0.97645
H 1.65115 0.52232 2.26842
```

Calculated values
Electronic energy (eV): -35223.89350
Largest force on an atom (eV/A): 3.3
Total charge: -1
Frontier orbital gap (eV): 7.8
HOMO (Eh): -0.16253



Repeat the second record exactly.
This record from OMol25 describes C5H11O4S2 as an isolated structure. The level of theory is ωB97M-V/def2-TZVPD.

XYZ file:
```
22
Properties=species:S:1:pos:R:3
C -2.66463 -1.28722 -0.34530
C 0.68526 2.01745 -0.69701
C -1.88912 -0.04849 -0.09280
C -0.40348 -0.40734 -0.02780
C 0.58258 0.76878 0.13953
O 3.67056 0.52864 0.39209
O 2.45505 -1.52127 0.98710
O 2.70535 -0.92142 -1.43101
O -0.24751 -1.25738 1.07555
S 0.57963 1.08537 1.89232
S 2.68013 -0.47198 -0.02319
H -2.27432 -1.70997 -1.25529
H -3.75797 -1.06291 -0.33795
H -2.27637 -2.14429 0.28119
H 0.59173 1.87719 -1.72108
H -0.07188 2.81792 -0.48786
H 1.68303 2.56785 -0.62372
H -2.06491 0.70261 -0.82360
H -2.13486 0.42373 0.83921
H -0.13669 -0.92246 -0.98525
H 0.63727 -1.55714 0.97645
H 1.65115 0.52232 2.26842
```

Calculated values
Electronic energy (eV): -35223.89350
Largest force on an atom (eV/A): 3.3
Total charge: -1
Frontier orbital gap (eV): 7.8
HOMO (Eh): -0.16253